Here is 12 unconnected molecules or ions with the total composition C48H72O24 from the OMol25 dataset. Energies are from wB97M-V/def2-TZVPD.

Bonds (Å) are listed after each position.
Element x y z (Å)
1 O -3.0686 -3.7695 -0.1597  C2 1.216
2 C -3.4107 -4.3411 0.8578  O1 1.216, O3 1.357, C6 1.533
3 O -4.1760 -5.4611 0.8549  C2 1.357, C4 1.436
4 C -4.3811 -6.0123 2.1655  O3 1.436, C5 1.516, H7 1.090, H8 1.090
5 C -3.8894 -4.9330 3.1095  C4 1.516, C6 1.512, H9 1.090, H10 1.090
6 C -2.9829 -4.0359 2.2980  C2 1.533, C5 1.512, H11 1.090, H12 1.090
7 H -3.7536 -6.8920 2.3091  C4 1.090
8 H -5.4425 -6.1871 2.3414  C4 1.090
9 H -3.3541 -5.4831 3.8835  C5 1.090
10 H -4.6978 -4.3400 3.5372  C5 1.090
11 H -1.9254 -4.2085 2.4977  C6 1.090
12 H -3.2659 -3.0048 2.5098  C6 1.090
13 O 4.9690 6.9302 1.4290  C14 1.231
14 C 3.8129 6.6446 1.1184  O13 1.231, O15 1.370, C18 1.486
15 O 3.3997 5.3400 1.1790  C14 1.370, C16 1.444
16 C 1.9785 5.1956 0.9695  O15 1.444, C17 1.548, H19 1.090, H20 1.090
17 C 1.6542 6.5245 0.2452  C16 1.548, C18 1.532, H21 1.090, H22 1.090
18 C 2.6904 7.5408 0.7369  C14 1.486, C17 1.532, H23 1.090, H24 1.090
19 H 1.4811 5.2106 1.9393  C16 1.090
20 H 1.6907 4.3165 0.3929  C16 1.090
21 H 0.6263 6.8130 0.4650  C17 1.090
22 H 1.7316 6.4655 -0.8404  C17 1.090
23 H 2.3622 8.0570 1.6391  C18 1.090
24 H 3.0953 8.1859 -0.0428  C18 1.090
25 O 1.6177 -3.5170 -1.4634  C26 1.201
26 C 1.0387 -4.5078 -1.1077  O25 1.201, O27 1.356, C30 1.496
27 O 1.2502 -5.7452 -1.6195  C26 1.356, C28 1.372
28 C 0.7383 -6.7231 -0.8051  O27 1.372, C29 1.524, H31 1.090, H32 1.090
29 C 0.5687 -6.0733 0.5632  C28 1.524, C30 1.558, H33 1.090, H34 1.090
30 C 0.2318 -4.6104 0.1479  C26 1.496, C29 1.558, H35 1.090, H36 1.090
31 H 1.4275 -7.5675 -0.7944  C28 1.090
32 H -0.2215 -7.1492 -1.0971  C28 1.090
33 H 1.4980 -5.9210 1.1120  C29 1.090
34 H -0.1816 -6.5065 1.2246  C29 1.090
35 H 0.6102 -3.9377 0.9176  C30 1.090
36 H -0.8379 -4.4282 0.0449  C30 1.090
37 O -3.7953 6.0839 -2.1670  C38 1.220
38 C -3.2605 5.3261 -2.9590  O37 1.220, O39 1.373, C42 1.531
39 O -2.4017 4.3250 -2.5778  C38 1.373, C40 1.413
40 C -1.9818 3.5643 -3.6926  O39 1.413, C41 1.539, H43 1.090, H44 1.090
41 C -3.2079 3.6246 -4.6210  C40 1.539, C42 1.488, H45 1.090, H46 1.090
42 C -3.6451 5.0309 -4.4113  C38 1.531, C41 1.488, H47 1.090, H48 1.090
43 H -1.6736 2.5661 -3.3814  C40 1.090
44 H -1.0451 3.9106 -4.1295  C40 1.090
45 H -4.0284 2.9924 -4.2814  C41 1.090
46 H -2.9043 3.3399 -5.6284  C41 1.090
47 H -4.7101 5.2337 -4.5243  C42 1.090
48 H -3.0888 5.7399 -5.0245  C42 1.090
49 O 3.4523 -1.0945 0.6984  C50 1.236
50 C 4.2988 -1.9917 0.7754  O49 1.236, O51 1.346, C54 1.518
51 O 5.5141 -1.8646 1.3403  C50 1.346, C52 1.404
52 C 6.1381 -3.0840 1.6495  O51 1.404, C53 1.537, H55 1.090, H56 1.090
53 C 5.5743 -4.0371 0.5843  C52 1.537, C54 1.538, H57 1.090, H58 1.090
54 C 4.1404 -3.4835 0.5427  C50 1.518, C53 1.538, H59 1.090, H60 1.090
55 H 5.8784 -3.3403 2.6766  C52 1.090
56 H 7.2237 -3.0372 1.5629  C52 1.090
57 H 5.6870 -5.0470 0.9785  C53 1.090
58 H 6.1462 -3.9426 -0.3388  C53 1.090
59 H 3.4974 -3.8819 1.3276  C54 1.090
60 H 3.6476 -3.5226 -0.4287  C54 1.090
61 O -1.3847 5.6488 1.7248  C62 1.218
62 C -2.2060 4.7552 1.8254  O61 1.218, O63 1.341, C66 1.547
63 O -2.0647 3.7157 2.6609  C62 1.341, C64 1.429
64 C -3.1808 2.8233 2.6696  O63 1.429, C65 1.534, H67 1.090, H68 1.090
65 C -4.1591 3.3811 1.6273  C64 1.534, C66 1.529, H69 1.090, H70 1.090
66 C -3.6040 4.7283 1.1630  C62 1.547, C65 1.529, H71 1.090, H72 1.090
67 H -3.4692 2.7551 3.7185  C64 1.090
68 H -2.9028 1.8221 2.3403  C64 1.090
69 H -5.1643 3.4046 2.0480  C65 1.090
70 H -4.1013 2.7023 0.7764  C65 1.090
71 H -4.2134 5.5626 1.5104  C66 1.090
72 H -3.5465 4.8532 0.0817  C66 1.090
73 O 2.2727 -3.7865 6.9798  C74 1.229
74 C 1.9385 -3.0208 6.0789  O73 1.229, O75 1.345, C78 1.530
75 O 2.8200 -2.8502 5.0774  C74 1.345, C76 1.415
76 C 2.2551 -2.0791 4.0337  O75 1.415, C77 1.587, H79 1.090, H80 1.090
77 C 0.7025 -2.0323 4.3574  C76 1.587, C78 1.497, H81 1.090, H82 1.090
78 C 0.6656 -2.2043 5.8438  C74 1.530, C77 1.497, H83 1.090, H84 1.090
79 H 2.4855 -2.3936 3.0158  C76 1.090
80 H 2.6613 -1.0678 4.0181  C76 1.090
81 H 0.1378 -2.8296 3.8741  C77 1.090
82 H 0.2244 -1.1457 3.9409  C77 1.090
83 H -0.1348 -2.7464 6.3473  C78 1.090
84 H 0.8644 -1.2422 6.3159  C78 1.090
85 O 2.3037 -1.0335 -5.5661  C86 1.215
86 C 3.0348 -0.7741 -4.6303  O85 1.215, O87 1.379, C90 1.485
87 O 3.9717 -1.6977 -4.2169  C86 1.379, C88 1.421
88 C 4.6280 -1.1923 -3.0625  O87 1.421, C89 1.549, H91 1.090, H92 1.090
89 C 3.8415 0.0435 -2.5598  C88 1.549, C90 1.562, H93 1.090, H94 1.090
90 C 3.1368 0.5018 -3.8765  C86 1.485, C89 1.562, H95 1.090, H96 1.090
91 H 5.5824 -0.7801 -3.3902  C88 1.090
92 H 4.7026 -1.9439 -2.2766  C88 1.090
93 H 4.4903 0.8012 -2.1204  C89 1.090
94 H 3.0901 -0.2049 -1.8103  C89 1.090
95 H 3.6847 1.2277 -4.4773  C90 1.090
96 H 2.0992 0.8322 -3.8284  C90 1.090
97 O 2.2468 3.0692 -2.4710  C98 1.247
98 C 2.3178 3.8558 -3.4366  O97 1.247, O99 1.340, C102 1.447
99 O 1.5056 3.7169 -4.4939  C98 1.340, C100 1.449
100 C 1.6776 4.8874 -5.3301  O99 1.449, C101 1.529, H103 1.090, H104 1.090
101 C 3.1221 5.3213 -5.0804  C100 1.529, C102 1.514, H105 1.090, H106 1.090
102 C 3.3171 4.8805 -3.6457  C98 1.447, C101 1.514, H107 1.090, H108 1.090
103 H 0.9511 5.6784 -5.1440  C100 1.090
104 H 1.5652 4.5203 -6.3503  C100 1.090
105 H 3.1786 6.3961 -5.2528  C101 1.090
106 H 3.9313 4.9823 -5.7273  C101 1.090
107 H 3.1843 5.7344 -2.9813  C102 1.090
108 H 4.3099 4.4438 -3.5371  C102 1.090
109 O -2.5853 -3.2219 6.0429  C110 1.185
110 C -3.2037 -2.3247 5.5782  O109 1.185, O111 1.321, C114 1.528
111 O -4.4922 -2.2111 5.8466  C110 1.321, C112 1.363
112 C -4.9692 -1.0280 5.3677  O111 1.363, C113 1.557, H115 1.090, H116 1.090
113 C -3.9201 -0.4251 4.3873  C112 1.557, C114 1.481, H117 1.090, H118 1.090
114 C -2.6807 -1.1417 4.7656  C110 1.528, C113 1.481, H119 1.090, H120 1.090
115 H -5.1852 -0.3903 6.2250  C112 1.090
116 H -5.9205 -1.1508 4.8500  C112 1.090
117 H -3.9206 0.6597 4.4937  C113 1.090
118 H -4.1764 -0.5942 3.3415  C113 1.090
119 H -2.0791 -0.5131 5.4221  C114 1.090
120 H -2.1745 -1.6223 3.9284  C114 1.090
121 O -0.9666 -1.2497 1.7951  C122 1.195
122 C -0.8170 -0.4461 0.9239  O121 1.195, O123 1.325, C126 1.571
123 O -1.3272 0.7758 0.9757  C122 1.325, C124 1.513
124 C -0.8809 1.5777 -0.2269  O123 1.513, C125 1.552, H127 1.090, H128 1.090
125 C 0.1594 0.6588 -0.9211  C124 1.552, C126 1.455, H129 1.090, H130 1.090
126 C -0.0707 -0.6940 -0.4357  C122 1.571, C125 1.455, H131 1.090, H132 1.090
127 H -0.5053 2.5724 0.0131  C124 1.090
128 H -1.7779 1.7504 -0.8215  C124 1.090
129 H 1.1773 0.9693 -0.6853  C125 1.090
130 H 0.0948 0.7624 -2.0042  C125 1.090
131 H 0.8137 -1.2657 -0.1547  C126 1.090
132 H -0.7194 -1.3521 -1.0138  C126 1.090
133 O -2.9982 0.1129 -3.5544  C134 1.210
134 C -2.3702 -0.9186 -3.4847  O133 1.210, O135 1.358, C138 1.536
135 O -1.0696 -0.9841 -3.8684  C134 1.358, C136 1.423
136 C -0.4426 -2.2566 -3.7574  O135 1.423, C137 1.569, H139 1.090, H140 1.090
137 C -1.5950 -3.1916 -3.2492  C136 1.569, C138 1.508, H141 1.090, H142 1.090
138 C -2.8242 -2.3316 -3.0906  C134 1.536, C137 1.508, H143 1.090, H144 1.090
139 H 0.4279 -2.1634 -3.1079  C136 1.090
140 H -0.0999 -2.6473 -4.7155  C136 1.090
141 H -1.4018 -3.8108 -2.3732  C137 1.090
142 H -1.7197 -3.9689 -4.0030  C137 1.090
143 H -3.2833 -2.4189 -2.1059  C138 1.090
144 H -3.6054 -2.8163 -3.6761  C138 1.090

The HOMO energy comes out at -9.824 eV. For the HOMO-LUMO gap, the calculation gives 0.369 Eh. As for the total charge: 0.